Below is a 3-piece molecular cluster, C32H50BBrN3O6 overall at a distorted geometry, with properties calculated with ωB97M-V with the def2-TZVPD basis set.

HOMO energy, eV: -4.9
Total charge: -1
M, u: 663.5
E, eV: -121462.96653
Energy above the lowest of the compared OMol25 structures with the same formula, charge and spin, kcal/mol: 0.0
Largest force on an atom, eV/Å: 1.65

Cartesian coordinates (Å):
C (3.6485, -2.7091, 1.1605)
C (4.3098, -2.1486, 2.2124)
C (4.6655, -0.7350, 2.3738)
O (5.5833, -0.4364, 3.0938)
O (4.0225, 0.2047, 1.6312)
C (4.8187, 0.7305, 0.5520)
C (4.0888, 0.8231, -0.7988)
C (2.9577, -0.1721, -1.0970)
C (1.9016, 0.4493, -2.0211)
C (0.5129, -0.2088, -1.9235)
C (-0.1431, -0.0693, -0.5272)
B (-1.5967, 0.6992, -0.3874)
C (-2.8485, -0.3655, -0.6746)
C (-2.6478, -1.4331, -1.7470)
C (-3.7752, -2.5073, -1.7581)
C (-3.2604, -3.9239, -1.5129)
N (-2.6198, -4.0881, -0.2088)
C (-1.8209, 2.0649, -1.3066)
C (-0.5540, 2.9349, -1.4605)
C (-2.4721, 1.8506, -2.6788)
C (-2.5361, 3.1108, -3.5694)
C (-1.8352, 1.1484, 1.2185)
Br (-1.3413, -0.2655, 2.5244)
C (-1.2536, 2.4671, 1.7324)
C (0.2600, 2.5116, 2.0225)
H (2.6441, -2.4313, 0.8583)
H (4.1420, -3.5017, 0.6012)
H (4.6945, -2.7851, 3.0076)
H (5.0879, 1.7521, 0.8344)
H (5.7620, 0.1871, 0.4637)
H (3.6862, 1.8356, -0.8899)
H (4.8553, 0.7440, -1.5764)
H (3.3976, -1.0172, -1.6394)
H (2.4984, -0.5499, -0.1902)
H (2.2326, 0.3288, -3.0629)
H (1.8138, 1.5264, -1.8560)
H (0.6715, -1.2695, -2.1551)
H (-0.0924, 0.2100, -2.7309)
H (0.6154, 0.3440, 0.1504)
H (-0.2982, -1.0934, -0.1609)
H (-3.0214, -0.9186, 0.2635)
H (-3.7934, 0.1685, -0.8579)
H (-1.7170, -1.9786, -1.5860)
H (-2.6278, -1.0050, -2.7532)
H (-4.3721, -2.4647, -2.6754)
H (-4.4704, -2.2799, -0.9386)
H (-2.5690, -4.2245, -2.3039)
H (-4.1150, -4.6124, -1.5696)
H (-2.9428, -3.3961, 0.4528)
H (-1.6150, -4.0458, -0.2782)
H (-2.5454, 2.6898, -0.7548)
H (-0.0419, 2.6618, -2.3926)
H (0.1686, 2.7596, -0.6651)
H (-0.7722, 4.0035, -1.5605)
H (-1.9765, 1.0703, -3.2646)
H (-3.5104, 1.5270, -2.5552)
H (-1.5741, 3.2638, -4.0670)
H (-3.2572, 2.9568, -4.3778)
H (-2.7913, 4.0007, -2.9913)
H (-2.9221, 1.2338, 1.3210)
H (-1.5038, 3.3051, 1.0805)
H (-1.7550, 2.6956, 2.6804)
H (0.8058, 3.1421, 1.3168)
H (0.7277, 1.5296, 2.0571)
H (0.4333, 2.9674, 3.0041)
C (2.5571, -7.8576, -4.0737)
C (3.4117, -7.2030, -3.1963)
C (3.0097, -6.0282, -2.5808)
C (1.7499, -5.5330, -2.8571)
C (0.8852, -6.1638, -3.7306)
C (1.2982, -7.3369, -4.3424)
N (1.3066, -4.2932, -2.1910)
O (2.0905, -3.7481, -1.4426)
O (0.1879, -3.9028, -2.4314)
H (2.8732, -8.7770, -4.5490)
H (4.3927, -7.6081, -2.9888)
H (3.6629, -5.5072, -1.8973)
H (-0.0913, -5.7470, -3.9276)
H (0.6343, -7.8455, -5.0279)
C (-1.9213, 5.1293, 7.5614)
C (-2.1612, 4.1624, 6.5942)
C (-2.1207, 4.4978, 5.2499)
C (-1.8344, 5.8048, 4.9034)
C (-1.5961, 6.7848, 5.8481)
C (-1.6426, 6.4385, 7.1890)
N (-1.7684, 6.1554, 3.4716)
O (-2.0058, 5.2711, 2.6825)
O (-1.4735, 7.2994, 3.1829)
H (-1.9488, 4.8614, 8.6096)
H (-2.3765, 3.1430, 6.8831)
H (-2.3022, 3.7547, 4.4866)
H (-1.3770, 7.7966, 5.5421)
H (-1.4570, 7.1907, 7.9438)

---

Below is a 6-piece molecular cluster, C32H50Cl2O13S5 overall at a distorted geometry, with properties calculated with ωB97M-V with the def2-TZVPD basis set.

HOMO energy, eV: -8.8
M, u: 874.0
E, eV: -139829.84955
Largest force on an atom, eV/Å: 1.18

Cartesian coordinates (Å):
C (2.5767, -1.2526, 2.5415)
C (2.4175, -0.5307, 1.4403)
C (1.0888, -0.4835, 0.6893)
C (1.1283, -1.4222, -0.4860)
C (0.8509, -2.7331, -0.4472)
C (0.3886, -3.4834, 0.7385)
Cl (1.4572, -4.6462, 1.4247)
C (-0.8420, -3.2778, 1.2256)
C (-1.8469, -2.3243, 0.6685)
Cl (-1.3858, -4.1915, 2.5942)
C (1.0148, -3.5261, -1.7279)
O (1.3862, -4.6729, -1.7064)
C (0.7252, -2.8000, -2.9835)
C (0.9725, -1.4881, -3.0187)
O (0.8179, -0.6657, -4.0771)
C (1.5303, -0.8385, -1.7898)
O (2.2616, 0.1135, -1.8617)
H (1.8681, -2.0033, 2.8728)
H (3.4565, -1.0957, 3.1527)
H (3.2312, 0.0229, 0.9917)
H (0.3104, -0.7719, 1.3890)
H (0.9633, 0.5388, 0.3339)
H (-2.8460, -2.7534, 0.7115)
H (-1.8408, -1.4065, 1.2617)
H (-1.6489, -2.0492, -0.3645)
H (0.3372, -3.3566, -3.8272)
H (0.0066, -0.8507, -4.5644)
C (5.4005, -1.1595, -4.4331)
C (4.1907, -0.2270, -4.5760)
C (4.5979, 0.9108, -5.5139)
S (5.8549, 0.2417, -6.6045)
O (7.1087, 0.9068, -6.3474)
O (5.3379, 0.1328, -7.9471)
C (5.9189, -1.3852, -5.8511)
H (5.1341, -2.0995, -3.9505)
H (6.1722, -0.6776, -3.8285)
H (3.3533, -0.7839, -5.0020)
H (3.8633, 0.1669, -3.6167)
H (3.7662, 1.2708, -6.1138)
H (5.0293, 1.7311, -4.9441)
H (6.9391, -1.7597, -5.8918)
H (5.2565, -2.0377, -6.4193)
C (-7.2609, -1.8615, -0.3273)
C (-7.4317, -0.6485, -1.2524)
C (-6.2954, 0.3316, -0.9310)
S (-4.9312, -0.6692, -0.3216)
O (-4.6911, -0.3349, 1.0605)
O (-3.8531, -0.6614, -1.2837)
C (-5.7855, -2.2373, -0.3954)
H (-7.8938, -2.6952, -0.6292)
H (-7.5198, -1.5943, 0.6991)
H (-7.3598, -0.9670, -2.2949)
H (-8.4032, -0.1742, -1.1220)
H (-5.9605, 0.8831, -1.8059)
H (-6.5697, 1.0249, -0.1385)
H (-5.4608, -2.8675, 0.4308)
H (-5.5320, -2.7035, -1.3479)
C (5.2991, 5.4589, -0.8674)
C (4.6310, 4.1207, -0.5177)
C (3.6646, 3.7783, -1.6588)
S (4.3393, 4.5577, -3.1342)
O (3.4266, 5.5778, -3.5808)
O (4.8189, 3.5401, -4.0359)
C (5.7303, 5.3417, -2.3260)
H (6.1479, 5.6698, -0.2184)
H (4.5795, 6.2734, -0.7573)
H (5.3920, 3.3431, -0.4336)
H (4.1071, 4.1677, 0.4365)
H (3.5876, 2.7066, -1.8309)
H (2.6739, 4.1974, -1.4935)
H (5.9306, 6.2971, -2.8048)
H (6.5889, 4.6797, -2.4353)
C (2.6110, 4.3663, 3.7594)
C (4.1023, 4.7159, 3.8657)
C (4.8730, 3.3974, 4.0115)
S (3.8793, 2.1431, 3.1871)
O (3.4224, 1.2112, 4.1819)
O (4.5606, 1.7217, 1.9891)
C (2.5214, 3.2253, 2.7512)
H (2.0159, 5.2222, 3.4446)
H (2.2372, 4.0347, 4.7301)
H (4.4207, 5.2313, 2.9570)
H (4.3025, 5.3801, 4.7049)
H (5.8515, 3.4326, 3.5399)
H (4.9746, 3.1005, 5.0533)
H (1.5894, 2.6663, 2.8000)
H (2.6954, 3.5789, 1.7348)
C (-8.3567, -2.9681, 5.7853)
C (-9.3249, -4.0441, 5.2739)
C (-9.4266, -3.8820, 3.7516)
S (-7.8611, -3.1743, 3.2208)
O (-8.1017, -1.8545, 2.6893)
O (-7.1186, -4.1447, 2.4565)
C (-7.1501, -3.0149, 4.8532)
H (-8.0658, -3.1430, 6.8196)
H (-8.8313, -1.9862, 5.7301)
H (-8.9303, -5.0331, 5.5138)
H (-10.3048, -3.9610, 5.7411)
H (-9.5706, -4.8302, 3.2401)
H (-10.2140, -3.1859, 3.4695)
H (-6.5309, -2.1216, 4.8884)
H (-6.5414, -3.9007, 5.0320)

---

What is the E in the second record?
-139829.84955 eV

---

The lowest largest force on an atom belongs to which entry?
C32H50Cl2O13S5